No. 1
{"formula": "C21H22ClNO2PW", "method": "wB97M-V/def2-TZVPD", "species": ["W", "Cl", "C", "O", "P", "C", "C", "C", "C", "C", "C", "C", "C", "H", "H", "H", "H", "H", "C", "C", "C", "C", "C", "H", "H", "H", "H", "H", "C", "C", "C", "C", "C", "H", "H", "H", "H", "H", "H", "H", "C", "C", "N", "O", "H", "H", "H", "H", "H"], "xyz": [[0.092, -0.401, 1.731], [-1.039, -2.391, 1.990], [1.945, -0.912, 2.109], [3.029, -1.358, 2.188], [0.060, -0.080, -0.521], [0.651, 1.499, -1.145], [1.106, -1.391, -1.244], [-1.620, -0.403, -1.148], [0.505, -2.623, -1.534], [1.271, -3.617, -2.145], [2.635, -3.403, -2.363], [3.245, -2.203, -1.965], [2.489, -1.192, -1.371], [-0.559, -2.783, -1.351], [0.780, -4.539, -2.459], [3.227, -4.186, -2.838], [4.308, -2.050, -2.130], [2.950, -0.254, -1.045], [1.459, 2.312, -0.352], [1.911, 3.511, -0.908], [1.561, 3.860, -2.207], [0.738, 3.022, -2.979], [0.271, 1.837, -2.448], [1.722, 2.050, 0.673], [2.548, 4.147, -0.302], [1.926, 4.788, -2.636], [0.451, 3.281, -3.991], [-0.377, 1.184, -3.027], [-1.715, -0.676, -2.524], [-2.972, -0.852, -3.085], [-4.116, -0.819, -2.272], [-4.005, -0.609, -0.899], [-2.747, -0.406, -0.321], [-0.812, -0.732, -3.144], [-3.042, -1.012, -4.154], [-5.097, -0.959, -2.718], [-4.888, -0.587, -0.256], [-2.686, -0.261, 0.759], [0.564, 1.170, 2.088], [-1.353, 0.802, 1.960], [-0.326, 0.294, 6.315], [-0.362, 0.599, 4.833], [-0.869, 1.745, 4.370], [0.137, -0.324, 4.132], [-0.742, 1.104, 6.925], [0.734, 0.089, 6.542], [-0.870, -0.657, 6.439], [-0.881, 1.946, 3.377], [-1.235, 2.441, 5.052]], "atomic_forces_ev_per_a": [[-7.071, -2.878, 5.218], [0.898, 1.319, -0.089], [9.499, -1.715, 0.967], [-5.636, 2.090, -0.175], [-0.223, 1.162, -4.100], [-0.181, -0.333, 0.370], [0.825, 1.042, 1.120], [0.332, -0.104, 1.061], [-0.198, -1.031, -0.754], [0.270, -0.186, -0.328], [-1.042, -1.006, -0.196], [0.311, 0.708, 0.270], [-0.745, 0.203, -0.038], [0.288, -0.070, 0.168], [0.304, 0.158, 0.123], [-0.080, 0.198, 0.119], [-0.106, -0.075, 0.025], [-0.127, -0.294, -0.267], [0.062, 0.453, -0.346], [0.089, -0.262, 0.219], [-0.174, -0.180, -0.200], [0.167, 0.185, 0.134], [0.088, 0.112, 0.051], [-0.010, 0.098, -0.364], [-0.083, 0.059, -0.190], [-0.056, -0.092, 0.083], [0.125, 0.146, 0.082], [0.232, 0.403, 0.066], [-0.109, -0.202, -0.507], [-0.542, -0.112, 0.153], [0.418, -0.077, -1.039], [0.224, 0.123, 0.731], [0.078, 0.052, -0.398], [-0.482, 0.058, 0.153], [-0.180, -0.072, 0.080], [0.154, 0.036, 0.049], [0.196, -0.043, -0.298], [-0.018, 0.071, -0.420], [0.675, 0.389, 0.297], [1.977, -0.719, -0.278], [0.018, 0.140, -0.579], [-0.243, 0.582, 1.216], [0.012, -0.232, 1.186], [-0.197, 0.276, -3.097], [0.179, -0.382, -0.062], [-0.452, 0.199, 0.179], [0.107, 0.455, 0.182], [0.000, 0.164, 0.397], [0.429, -0.816, -0.970]], "e_lumo_ha": [-0.467, -0.533], "spin_multiplicity": 3, "total_energy_ev": -51323.005, "total_charge": 3}

***

No. 2
{"formula": "C9H21NOP", "method": "wB97M-V/def2-TZVPD", "species": ["C", "C", "C", "N", "P", "O", "C", "C", "C", "C", "C", "C", "H", "H", "H", "H", "H", "H", "H", "H", "H", "H", "H", "H", "H", "H", "H", "H", "H", "H", "H", "H", "H"], "xyz": [[0.484, 2.667, -0.583], [1.301, 1.756, 0.086], [2.576, 2.150, 0.756], [1.035, 0.144, -0.083], [-0.477, -0.218, -0.864], [-1.291, 0.108, 0.438], [-2.851, -0.042, 0.476], [-3.410, 0.684, -0.740], [-3.334, -1.441, 0.514], [2.103, -0.943, 0.159], [2.580, -1.489, -1.214], [1.581, -2.096, 1.082], [0.110, 1.990, -1.427], [0.971, 3.563, -0.801], [-0.489, 2.843, -0.119], [2.147, 2.799, 1.698], [3.338, 1.401, 1.097], [2.953, 2.989, 0.182], [-0.330, -1.618, -0.563], [-3.044, 0.512, 1.448], [-3.095, 1.691, -0.758], [-3.087, 0.283, -1.655], [-4.522, 0.673, -0.702], [-3.044, -2.102, 1.395], [-3.021, -2.017, -0.385], [-4.457, -1.592, 0.693], [2.935, -0.356, 0.722], [1.758, -2.012, -1.785], [2.922, -0.578, -1.816], [3.382, -2.179, -1.109], [1.181, -2.000, 2.058], [2.314, -2.836, 1.297], [0.781, -2.737, 0.503]], "atomic_forces_ev_per_a": [[-3.063, -1.950, -1.069], [2.653, -8.613, 0.818], [-1.833, 1.343, 2.222], [1.792, 5.775, 0.366], [0.993, -1.273, -0.367], [-3.644, 0.276, 1.664], [0.999, 1.879, 0.722], [-1.326, -0.017, 1.609], [-0.722, -3.285, 1.350], [0.276, 1.020, 1.750], [-1.135, 2.023, -0.679], [-1.659, -1.379, -2.586], [0.399, 1.400, -0.053], [0.651, 1.383, -0.623], [0.071, 0.158, 0.450], [1.067, -1.693, -1.705], [-1.046, 0.870, -0.529], [0.629, -0.107, -0.281], [0.149, 0.288, -0.869], [0.021, -0.684, -1.309], [0.278, 1.335, 0.176], [0.305, -1.020, -1.250], [0.727, -0.048, -0.070], [0.563, 1.198, -0.864], [-0.457, 0.433, 0.389], [1.313, 1.001, -0.948], [-1.233, -1.416, -1.193], [0.713, 0.624, 0.716], [-0.343, -1.419, 0.570], [0.701, -0.481, 0.221], [-0.632, 1.477, 0.831], [1.353, -0.409, -0.434], [1.439, 1.312, 0.977]], "e_lumo_ha": [-0.175, -0.175], "total_energy_ev": -22490.190, "relative_energy_kcal_mol": 51.4, "total_charge": 1}